(1)
C19H34ClO18S2 | ωB97M-V/def2-TZVPD

The value obtained for the LUMO energy is 2.07 eV. The value obtained for the HOMO energy is -0.212 hartree. The largest force on an atom comes out at 0.6 eV/Å. The calculation puts the orbital gap at 7.84 eV.

The geometry in ORCA input format:
```
! wB97M-V def2-TZVPD RIJCOSX def2/J DEFGRID3
* xyz -1 1
C -6.7891 -6.8101 -0.8865
H 6.8555 4.1293 1.2490
H -1.5619 -2.6033 2.9248
H -5.5808 -2.5912 2.4074
O -5.4429 0.8246 2.2529
H -7.7891 -6.4459 -1.1205
H 9.1535 8.7671 0.0329
H 1.8729 -2.6097 -5.2186
H -3.0823 -2.7190 2.0198
S 1.5594 0.6397 2.2946
C -6.4644 -4.7850 0.2416
C -2.1637 -1.0666 -1.8232
H 0.9833 -3.6144 -6.3951
O 1.8200 2.1659 1.9686
O -4.0361 0.3570 3.9553
H 7.6749 2.7820 0.4382
C 3.7938 1.0477 1.2743
O -0.0192 -3.2866 -4.6773
O -6.2837 -6.1069 0.2605
O 0.8378 0.0027 1.2393
C -5.8612 -6.6874 -2.0750
C 7.6779 5.7640 -0.7506
Cl 2.0855 2.2825 -0.6505
H -1.7723 -2.9879 -0.9240
H 8.0752 9.7732 -0.9505
H -1.7206 -0.7723 1.2641
H -2.4176 -0.5930 -0.8748
H -6.7595 0.5509 3.8367
O 3.0760 0.2277 2.2437
H -7.1605 1.8059 2.6355
H 9.1852 8.0670 -2.3739
O 0.4866 -1.4660 -3.4423
O 5.1309 2.7889 2.2324
C 8.2414 8.7660 -0.5654
H -4.8568 -7.0176 -1.8087
C -2.5187 -2.1176 2.7357
C 0.9017 -2.8157 -5.6634
H -3.0908 -1.3567 -2.3210
C -6.3610 1.3499 3.2122
O 1.0653 0.5360 3.6236
H 7.4054 8.4990 0.0789
C -2.3059 -0.7295 2.1786
H 7.4476 7.7437 -2.2973
O 8.1425 4.5990 -0.3432
C -0.1289 -2.4840 -3.6097
O 6.5390 6.1533 -0.6935
H -0.3346 -1.9772 -1.1235
O 5.8955 0.6674 2.3255
C -1.2817 -2.2686 -1.5782
C 2.8373 2.2371 0.9556
H -6.2254 -7.3066 -2.8953
C -4.3064 0.3491 2.7827
H 3.3780 3.1642 1.1157
H -5.8056 -5.6561 -2.4197
C 8.3664 7.7859 -1.7124
H 6.3056 3.6029 -0.3531
H 0.5225 -1.9113 -6.1373
O 8.7052 6.4706 -1.2597
O -7.0390 -4.1618 -0.6141
H -5.8787 2.0940 3.8424
H -3.0764 -2.0848 3.6717
C -5.9621 -2.8457 1.4231
H -1.7782 -0.0860 2.8802
O -3.5646 -0.1309 1.7948
H 4.6678 -0.9468 0.5151
H -6.8654 -7.8447 -0.5567
S 4.2286 0.0959 -0.1954
C 7.1718 3.7315 0.2908
H -5.3341 -2.3896 0.6596
H -6.9854 -2.4925 1.3158
O -1.0305 -3.0137 -2.7880
H -1.6562 -0.3308 -2.4451
C 5.1017 1.5655 2.0373
O -5.9006 -4.2741 1.3328
*
```

Atom charges from the Mulliken analysis, given in e for atoms 1 to 2: -0.188 0.354

***

(2)
C18H25F4GaNO14 | ωB97M-V/def2-TZVPD

The value obtained for the LUMO energy is 2.02 eV. The value obtained for the HOMO energy is -0.193 hartree. The largest force on an atom comes out at 1.7 eV/Å. The calculation puts the orbital gap at 7.26 eV.

The geometry in ORCA input format:
```
! wB97M-V def2-TZVPD RIJCOSX def2/J DEFGRID3
* xyz -1 1
O 3.2531 0.6855 -4.1402
H 2.4306 1.2332 -2.3084
C -2.4868 2.2280 7.6510
H 4.7612 2.9576 -3.3172
H -4.0383 3.2260 3.8490
H -1.4912 -5.3906 -2.4636
H -2.2510 -5.8252 -5.3925
H -0.2712 2.9500 3.6032
Ga 0.3755 0.6723 2.5875
H -1.0156 2.8744 2.0109
C 1.1279 1.0123 0.7160
H -4.1695 2.1292 9.0852
C -3.3152 2.9730 3.0558
H -0.9404 0.9201 -0.0326
O -2.7038 0.7477 9.3885
H 0.1457 -0.3265 -0.6897
O 0.3029 1.4941 -1.6149
C 1.9055 -1.6638 -3.3368
N -2.3843 1.2343 4.5209
C 4.5089 0.2220 -3.9498
H -2.7945 3.2264 7.3557
H -3.8561 2.4389 2.2549
F 4.4557 2.4288 -1.4337
C 2.9592 1.6838 -3.1487
H -0.4347 -0.7060 2.5777
H 2.3515 2.4625 -3.5989
O -0.5273 -4.7988 -5.0059
C 1.9570 -2.2307 -5.5220
F -4.2837 0.6451 7.7791
C -0.8594 2.2898 2.9355
H 1.5818 0.6702 3.6590
C 4.3555 2.1213 -2.7424
C -1.7973 -5.2469 -4.5847
H 1.5176 -0.0676 -5.6531
O 5.1431 0.9782 -3.0201
H -3.3548 1.3007 4.8457
O -0.6666 1.0805 10.3012
C -1.4864 1.3578 9.4884
O 4.9906 -0.6927 -4.5335
O 0.8913 -0.9762 -3.9354
C -3.5061 1.4890 8.4978
O 1.5804 -5.5587 -4.7615
C 0.0980 0.7145 -0.3447
H 2.6803 -2.1530 -6.3273
C 1.0778 -1.0072 -5.3313
H 1.4834 2.0531 0.6280
C -0.1354 2.7530 -1.5950
O 2.6344 -2.3111 -4.2700
O -0.1250 -6.4608 -3.5877
C -2.1890 2.0866 3.5816
H -2.9166 3.8948 2.6165
O -1.3773 2.3207 8.5559
H -2.0925 -6.9207 -3.1796
O -1.1782 3.1118 -2.0178
F -0.1296 -1.1451 -5.9411
H 2.0172 0.3725 0.5817
H -2.2127 1.6417 6.7710
C -1.4673 -6.0476 -3.3347
O 2.1025 -1.7038 -2.1665
H 0.5965 3.4621 -1.1618
C 0.4321 -5.6098 -4.4772
F -2.5877 -4.1830 -4.3326
H 1.3285 -3.1178 -5.6449
*
```

Atom charges from the Mulliken analysis, given in e for atoms 1 to 2: -0.247 -0.171

***

(3)
CH7NS | ωB97M-V/def2-TZVPD

The value obtained for the LUMO energy is 0.94 eV. As for the SMILES: CN.S. The value obtained for the HOMO energy is -0.331 hartree. The largest force on an atom comes out at 3.2 eV/Å. The calculation puts the orbital gap at 9.95 eV.

The geometry in ORCA input format:
```
! wB97M-V def2-TZVPD RIJCOSX def2/J DEFGRID3
* xyz 0 1
H 1.5260 0.7412 0.5683
H -1.3196 -0.2142 0.8676
H -0.7174 -0.5081 -1.4866
H 0.7041 0.5350 2.2215
N -0.3690 -0.3063 0.4667
H -0.0231 1.7900 1.0442
C 0.4957 0.7632 1.0657
H 0.1628 -1.3900 -2.9453
H -0.0366 -1.1740 0.8810
S -0.4230 -0.2368 -2.6831
*
```

Atom charges from the Mulliken analysis, given in e for atoms 1 to 2: 0.242 0.239

***

(4)
C22H31F3HgN8O2SSe | ωB97M-V/def2-TZVPD

The value obtained for the LUMO energy (spin up / spin down) is 1.83 / 1.83 eV. The value obtained for the HOMO energy (spin up / spin down) is -0.086 / -0.190 hartree. The largest force on an atom comes out at 0.7 eV/Å. The calculation puts the orbital gap (spin up / spin down) at 4.18 / 7.01 eV.

The geometry in ORCA input format:
```
! wB97M-V def2-TZVPD RIJCOSX def2/J DEFGRID3
* xyz -1 2
H 1.7846 -2.1927 3.5290
Hg -0.0603 0.2838 -2.3569
H 1.9861 2.7191 0.6647
Se 0.7881 -0.1528 -4.7779
O 0.7618 2.5654 -3.3268
N -1.6521 0.3616 -0.8318
H -4.1586 -2.6742 -1.9958
C -4.1644 0.9809 0.1276
H 1.8264 -1.7072 6.1237
C -2.2537 -1.9142 -1.3542
H 3.3974 -2.3097 -2.2707
H 1.5664 3.7069 -0.7363
H -3.6235 -3.3124 -0.4415
H -0.1500 -0.0799 6.5360
N 1.0602 -1.9112 4.1648
H 2.5562 2.0498 -2.2413
C -1.8456 1.5334 -0.1782
F -0.2058 5.7221 -2.5578
N 0.4696 1.8973 -0.5052
C -0.7559 -0.7771 5.9488
N 0.4118 -3.0641 -5.3767
O -1.3575 3.3059 -2.9695
C -0.1569 3.4229 -3.2322
H 2.9126 0.0076 -2.7078
C 1.6983 2.6759 -0.3948
H -3.2427 2.8201 0.8019
H -0.9434 -2.8915 5.6752
H -1.2472 0.2732 4.1416
C 3.0790 -1.6743 -1.4418
C -0.6210 2.3673 -0.0387
H 4.5192 -0.1992 -2.0257
N -1.0144 -2.0399 -1.6374
C 0.2495 -0.9427 3.6744
C 1.0764 -3.1506 -1.2556
C -3.2845 -3.0126 -1.4362
C -2.6525 -0.5844 -0.8907
H -2.8826 -3.8862 -1.9436
H -1.7882 -0.6692 6.2736
C -0.7002 3.7203 0.6135
H -4.7239 -0.9889 -0.5226
C -3.9245 -0.2602 -0.4484
C 0.5463 -1.9432 -5.1135
H 1.3163 -1.3154 -0.4785
F 1.6229 5.0614 -3.5023
H 3.6214 -2.0039 -0.5408
N -0.6826 -0.4627 4.5288
H -0.1300 -3.2908 -3.0411
H 1.7724 -3.8457 -1.7320
C -0.2900 -3.2377 -1.9638
H 0.9490 -3.4743 -0.2126
H -0.6757 4.4950 -0.1599
H -0.2387 -2.4297 7.2340
C -0.2649 -2.1940 6.1707
C 2.8361 2.0572 -1.1841
N 3.1487 0.7014 -0.7095
H 2.3609 0.3772 -0.1647
H 3.7053 2.7136 -1.0799
F -0.1661 5.3162 -4.6920
H 1.4660 -3.3517 5.6070
N 1.6303 -1.7995 -1.3077
C 1.1166 -2.3226 5.5615
S 0.3547 -0.3889 2.0993
H -5.1557 1.2467 0.4719
H -0.7865 -4.1652 -1.6536
C 0.2927 4.8864 -3.4996
H 0.1544 3.8754 1.2741
H -1.6083 3.8462 1.1960
C 3.4510 -0.2457 -1.7883
C -3.0810 1.8762 0.3022
*
```

Atom charges from the Mulliken analysis, given in e for atoms 1 to 2: 0.211 1.503

***

Repeat the first record exactly.
C19H34ClO18S2 | ωB97M-V/def2-TZVPD

The value obtained for the LUMO energy is 2.07 eV. The value obtained for the HOMO energy is -0.212 hartree. The largest force on an atom comes out at 0.6 eV/Å. The calculation puts the orbital gap at 7.84 eV.

The geometry in ORCA input format:
```
! wB97M-V def2-TZVPD RIJCOSX def2/J DEFGRID3
* xyz -1 1
C -6.7891 -6.8101 -0.8865
H 6.8555 4.1293 1.2490
H -1.5619 -2.6033 2.9248
H -5.5808 -2.5912 2.4074
O -5.4429 0.8246 2.2529
H -7.7891 -6.4459 -1.1205
H 9.1535 8.7671 0.0329
H 1.8729 -2.6097 -5.2186
H -3.0823 -2.7190 2.0198
S 1.5594 0.6397 2.2946
C -6.4644 -4.7850 0.2416
C -2.1637 -1.0666 -1.8232
H 0.9833 -3.6144 -6.3951
O 1.8200 2.1659 1.9686
O -4.0361 0.3570 3.9553
H 7.6749 2.7820 0.4382
C 3.7938 1.0477 1.2743
O -0.0192 -3.2866 -4.6773
O -6.2837 -6.1069 0.2605
O 0.8378 0.0027 1.2393
C -5.8612 -6.6874 -2.0750
C 7.6779 5.7640 -0.7506
Cl 2.0855 2.2825 -0.6505
H -1.7723 -2.9879 -0.9240
H 8.0752 9.7732 -0.9505
H -1.7206 -0.7723 1.2641
H -2.4176 -0.5930 -0.8748
H -6.7595 0.5509 3.8367
O 3.0760 0.2277 2.2437
H -7.1605 1.8059 2.6355
H 9.1852 8.0670 -2.3739
O 0.4866 -1.4660 -3.4423
O 5.1309 2.7889 2.2324
C 8.2414 8.7660 -0.5654
H -4.8568 -7.0176 -1.8087
C -2.5187 -2.1176 2.7357
C 0.9017 -2.8157 -5.6634
H -3.0908 -1.3567 -2.3210
C -6.3610 1.3499 3.2122
O 1.0653 0.5360 3.6236
H 7.4054 8.4990 0.0789
C -2.3059 -0.7295 2.1786
H 7.4476 7.7437 -2.2973
O 8.1425 4.5990 -0.3432
C -0.1289 -2.4840 -3.6097
O 6.5390 6.1533 -0.6935
H -0.3346 -1.9772 -1.1235
O 5.8955 0.6674 2.3255
C -1.2817 -2.2686 -1.5782
C 2.8373 2.2371 0.9556
H -6.2254 -7.3066 -2.8953
C -4.3064 0.3491 2.7827
H 3.3780 3.1642 1.1157
H -5.8056 -5.6561 -2.4197
C 8.3664 7.7859 -1.7124
H 6.3056 3.6029 -0.3531
H 0.5225 -1.9113 -6.1373
O 8.7052 6.4706 -1.2597
O -7.0390 -4.1618 -0.6141
H -5.8787 2.0940 3.8424
H -3.0764 -2.0848 3.6717
C -5.9621 -2.8457 1.4231
H -1.7782 -0.0860 2.8802
O -3.5646 -0.1309 1.7948
H 4.6678 -0.9468 0.5151
H -6.8654 -7.8447 -0.5567
S 4.2286 0.0959 -0.1954
C 7.1718 3.7315 0.2908
H -5.3341 -2.3896 0.6596
H -6.9854 -2.4925 1.3158
O -1.0305 -3.0137 -2.7880
H -1.6562 -0.3308 -2.4451
C 5.1017 1.5655 2.0373
O -5.9006 -4.2741 1.3328
*
```

Atom charges from the Mulliken analysis, given in e for atoms 1 to 2: -0.188 0.354